{"formula": "C25H42BrNOP2V", "method": "wB97M-V/def2-TZVPD", "elements": ["N", "C", "C", "C", "C", "C", "C", "V", "P", "C", "C", "C", "C", "C", "C", "C", "Br", "H", "H", "H", "H", "H", "H", "H", "H", "H", "H", "P", "C", "C", "H", "H", "H", "H", "H", "C", "C", "H", "H", "H", "H", "H", "C", "C", "H", "H", "H", "H", "H", "C", "C", "H", "H", "H", "H", "H", "C", "C", "H", "H", "H", "H", "H", "C", "C", "H", "H", "H", "H", "H", "O", "H", "H"], "xyz": [[-6.387, 3.307, -5.353], [-6.241, 3.640, -4.061], [-5.122, 3.253, -3.303], [-4.114, 2.442, -3.918], [-4.265, 2.142, -5.287], [-5.441, 2.565, -5.937], [-2.975, 2.003, -3.140], [-2.257, 0.516, -1.965], [3.873, -0.753, -1.351], [-1.666, 1.627, -3.550], [-0.583, 1.746, -2.552], [0.794, 1.492, -2.855], [1.802, 2.125, -2.151], [1.584, 2.774, -0.904], [0.252, 2.730, -0.430], [-0.847, 2.282, -1.237], [2.885, 3.708, 0.017], [-3.204, 2.068, -2.052], [-1.360, 1.471, -4.592], [-5.032, 3.668, -2.289], [-3.491, 1.656, -5.876], [-7.051, 4.256, -3.623], [-5.614, 2.320, -6.983], [1.055, 0.864, -3.720], [-1.887, 2.624, -0.949], [2.802, 2.100, -2.576], [0.085, 3.152, 0.559], [-0.971, -1.463, -1.847], [4.635, 0.877, -1.077], [6.111, 0.939, -1.478], [4.501, 1.182, -0.022], [4.081, 1.606, -1.676], [6.472, 1.971, -1.373], [6.726, 0.306, -0.834], [6.265, 0.653, -2.523], [3.325, -0.786, -3.093], [4.287, -1.718, -3.855], [3.356, 0.229, -3.521], [2.295, -1.166, -3.144], [3.971, -1.861, -4.890], [5.303, -1.311, -3.873], [4.336, -2.706, -3.386], [2.683, -0.899, 0.004], [3.479, -1.427, 1.214], [1.903, -1.615, -0.275], [2.239, 0.088, 0.199], [2.832, -1.973, 1.903], [4.271, -2.117, 0.892], [3.959, -0.624, 1.785], [-0.708, -2.435, -0.297], [-1.366, -3.793, -0.163], [-1.055, -1.734, 0.478], [0.376, -2.558, -0.160], [-2.452, -3.710, -0.153], [-1.068, -4.463, -0.969], [-1.058, -4.263, 0.780], [-0.011, -2.511, -2.982], [-0.338, -2.304, -4.450], [-0.230, -3.536, -2.654], [1.058, -2.329, -2.787], [-1.360, -2.625, -4.679], [-0.245, -1.251, -4.743], [0.346, -2.903, -5.062], [-2.776, -1.736, -2.365], [-3.829, -1.301, -1.329], [-2.752, -2.827, -2.386], [-2.958, -1.383, -3.409], [-4.824, -1.184, -1.787], [-3.944, -2.142, -0.624], [-3.610, -0.377, -0.711], [-1.518, 0.520, 1.221], [-0.629, 0.888, 1.375], [-1.934, 0.589, 2.097]], "spin_multiplicity": 2, "e_homo_ev": -19.65, "e_lumo_ev": -14.52, "homo_lumo_gap_ev": 5.13, "total_charge": 4, "total_energy_ha": -5306.7347}

{"formula": "C4H8O2", "method": "wB97M-V/def2-TZVPD", "elements": ["C", "C", "O", "C", "C", "O", "H", "H", "H", "H", "H", "H", "H", "H"], "xyz": [[0.685, 0.707, -1.101], [0.295, 0.243, 0.280], [1.270, 0.443, 1.269], [-1.172, 0.338, 0.658], [-0.509, -0.996, 0.503], [-0.907, -1.816, -0.555], [0.894, 1.786, -1.079], [-0.123, 0.541, -1.817], [1.582, 0.191, -1.460], [1.768, 1.237, 1.045], [-1.458, 0.643, 1.660], [-1.850, 0.641, -0.136], [-0.286, -1.511, 1.439], [-0.191, -2.448, -0.705]], "spin_multiplicity": 1, "e_homo_ev": -9.14, "e_lumo_ev": 0.85, "homo_lumo_gap_ev": 10.00, "total_energy_ha": -307.6451}

{"formula": "C21H58O8", "method": "wB97M-V/def2-TZVPD", "elements": ["C", "C", "O", "H", "H", "H", "H", "H", "H", "C", "C", "O", "H", "H", "H", "H", "H", "H", "C", "C", "O", "H", "H", "H", "H", "H", "H", "C", "C", "C", "O", "H", "H", "H", "H", "H", "H", "H", "H", "C", "C", "C", "O", "H", "H", "H", "H", "H", "H", "H", "H", "C", "C", "C", "O", "H", "H", "H", "H", "H", "H", "H", "H", "C", "C", "C", "O", "H", "H", "H", "H", "H", "H", "H", "H", "C", "C", "C", "O", "H", "H", "H", "H", "H", "H", "H", "H"], "xyz": [[0.516, 0.142, 1.684], [0.068, 0.035, 0.229], [-0.041, 1.313, -0.344], [-0.178, 0.589, 2.379], [1.361, 0.726, 1.666], [0.830, -0.820, 2.040], [-0.855, -0.581, 0.026], [0.877, -0.477, -0.292], [-0.837, 1.831, -0.270], [5.009, -1.221, 0.914], [5.319, -0.365, 2.111], [6.514, 0.357, 1.917], [5.775, -1.901, 0.539], [4.821, -0.536, 0.059], [4.157, -1.824, 1.119], [5.476, -0.951, 3.032], [4.503, 0.362, 2.369], [6.390, 0.932, 1.143], [-5.018, -1.247, 3.333], [-3.542, -1.412, 2.786], [-3.376, -2.812, 2.580], [-5.103, -1.738, 4.266], [-5.736, -1.716, 2.644], [-5.223, -0.210, 3.453], [-2.874, -1.010, 3.460], [-3.523, -0.894, 1.824], [-2.438, -2.932, 2.357], [0.129, 5.258, 0.565], [-1.254, 5.177, -0.038], [-1.436, 6.022, -1.292], [-1.555, 3.831, -0.301], [0.437, 6.343, 0.509], [0.685, 4.632, -0.090], [0.087, 4.960, 1.637], [-2.006, 5.507, 0.661], [-2.503, 6.055, -1.623], [-0.898, 5.484, -2.107], [-1.116, 7.010, -1.063], [-2.443, 3.857, -0.638], [-0.524, -0.044, -3.279], [0.107, 1.071, -4.134], [-0.889, 1.686, -5.045], [0.680, 2.060, -3.227], [-1.268, 0.485, -2.702], [0.243, -0.446, -2.587], [-0.956, -0.834, -3.901], [0.870, 0.660, -4.824], [-1.530, 2.385, -4.462], [-1.543, 0.978, -5.497], [-0.287, 2.264, -5.793], [0.523, 1.842, -2.310], [3.188, 3.002, 0.054], [4.476, 2.664, -0.694], [4.646, 3.604, -1.894], [5.644, 2.632, 0.119], [2.950, 2.409, 0.919], [2.320, 3.135, -0.562], [3.340, 4.026, 0.425], [4.401, 1.647, -1.058], [4.970, 4.654, -1.647], [3.715, 3.798, -2.427], [5.414, 3.214, -2.608], [5.951, 3.507, 0.326], [-4.665, -2.912, -0.875], [-3.688, -4.062, -1.015], [-2.611, -3.614, -1.997], [-3.137, -4.380, 0.193], [-5.268, -2.941, -1.754], [-4.131, -1.928, -0.916], [-5.320, -3.025, 0.023], [-4.365, -4.789, -1.473], [-2.192, -4.516, -2.387], [-1.842, -2.952, -1.518], [-3.090, -3.138, -2.838], [-3.577, -3.996, 0.938], [-0.953, -4.524, 3.410], [-0.147, -4.152, 2.245], [0.514, -5.357, 1.576], [-0.993, -3.474, 1.340], [-0.282, -5.128, 4.117], [-1.771, -5.215, 3.143], [-1.328, -3.666, 3.944], [0.649, -3.389, 2.542], [1.423, -5.668, 2.114], [0.908, -5.047, 0.604], [-0.113, -6.259, 1.427], [-1.460, -4.042, 0.723]], "spin_multiplicity": 1, "e_homo_ev": -9.68, "e_lumo_ev": 0.39, "homo_lumo_gap_ev": 10.06, "total_energy_ha": -1436.7296}